Computed, not measured: a structure of composition C35H32N7OP2PtSSe2 at a distorted geometry, with ωB97M-V/def2-TZVPD.

Results
HOMO-LUMO gap (spin up / spin down) = 8.08 / 5.04 eV
Spin multiplicity = 5
Energy relative to the best compared isomer or geometry (same formula, charge and spin) = 6.3 kcal/mol
Charge = +3

Last column: Löwdin charge in e.
Cartesian coordinates (Å):
Pt1 0.004 -2.059 1.467  0.806
Se1 0.954 4.258 -0.575  0.704
P1 -0.503 3.046 -1.622  0.690
C1 -2.036 4.021 -1.667  -0.351
C2 -2.441 4.592 -2.871  -0.063
C3 -3.590 5.364 -2.894  -0.038
C4 -4.291 5.605 -1.718  -0.027
C5 -3.878 5.032 -0.523  -0.042
C6 -2.732 4.260 -0.481  -0.093
C7 -0.011 2.590 -3.305  -0.375
C8 -0.865 1.716 -3.974  -0.098
C9 -0.609 1.401 -5.295  -0.062
C10 0.492 1.947 -5.939  -0.037
C11 1.344 2.810 -5.265  -0.043
C12 1.096 3.143 -3.942  -0.091
C13 -0.824 1.532 -0.704  -0.400
C14 -0.081 0.358 -0.519  -0.425
N1 -0.778 -0.343 0.408  -0.212
N2 -1.843 0.325 0.743  -0.036
N3 -1.896 1.442 0.103  0.033
P2 1.540 -0.191 -1.062  0.756
Se2 2.020 -2.097 -0.051  0.541
C15 2.619 1.089 -0.353  -0.372
C16 3.430 1.959 -1.071  -0.104
C17 4.180 2.904 -0.383  -0.072
C18 4.119 2.983 1.000  -0.044
C19 3.289 2.127 1.710  -0.048
C20 2.541 1.182 1.038  -0.120
C21 1.548 -0.513 -2.843  -0.360
C22 2.697 -0.376 -3.618  -0.065
C23 2.666 -0.780 -4.941  -0.038
C24 1.517 -1.342 -5.477  -0.035
C25 0.381 -1.496 -4.696  -0.060
C26 0.394 -1.090 -3.376  -0.098
H1 -1.887 4.414 -3.782  0.111
H2 -3.928 5.791 -3.826  0.122
H3 -5.147 6.264 -1.731  0.124
H4 -4.439 5.209 0.382  0.119
H5 -2.401 3.816 0.446  0.094
H6 -1.723 1.303 -3.458  0.125
H7 -1.278 0.745 -5.829  0.123
H8 0.682 1.706 -6.973  0.125
H9 2.189 3.245 -5.777  0.122
H10 1.745 3.832 -3.414  0.084
H11 3.474 1.914 -2.148  0.098
H12 4.820 3.582 -0.925  0.126
H13 4.713 3.710 1.530  0.126
H14 3.231 2.199 2.784  0.121
H15 1.882 0.508 1.587  0.081
H16 3.606 0.027 -3.196  0.108
H17 3.545 -0.674 -5.555  0.124
H18 1.506 -1.674 -6.502  0.126
H19 -0.505 -1.945 -5.116  0.125
H20 -0.483 -1.215 -2.758  0.114
S1 -1.289 -3.890 0.526  0.693
C27 -0.978 -4.994 1.815  -0.699
N4 0.201 -5.654 1.875  0.083
C28 0.481 -6.556 2.826  -0.010
C29 -0.463 -6.882 3.773  0.005
C30 -1.702 -6.233 3.748  0.009
C31 -1.954 -5.290 2.773  -0.053
H21 0.919 -5.422 1.190  0.168
H22 1.459 -7.014 2.806  0.154
H23 -0.250 -7.630 4.519  0.131
H24 -2.461 -6.471 4.479  0.135
H25 -2.900 -4.774 2.726  0.123
C32 -1.069 -1.527 7.287  0.011
N5 -0.661 -1.861 5.940  -0.075
C33 0.445 -2.740 5.620  -0.001
C34 0.414 -2.709 4.112  -0.499
O1 1.085 -3.340 3.300  -0.039
N6 -0.568 -1.875 3.713  0.058
C35 -1.217 -1.420 4.811  -0.370
N7 -2.299 -0.663 4.745  0.258
H26 -0.299 -1.864 7.977  0.109
H27 -2.009 -2.017 7.549  0.109
H28 -1.173 -0.447 7.396  0.107
H29 0.291 -3.751 6.006  0.154
H30 1.396 -2.378 6.021  0.160
H31 -2.665 -0.386 3.847  0.129
H32 -2.791 -0.374 5.574  0.131

Atomic forces in eV per Å
Pt 0.0 -0.3 -0.7
Se 0.2 0.3 0.1
P -0.9 -0.2 -0.8
C 0.8 -0.2 0.2
C -0.1 -0.1 -0.1
C 0.1 0.1 0.0
C 0.1 0.0 0.0
C 0.1 0.1 0.0
C -0.1 -0.1 0.1
C -0.1 0.1 0.6
C 0.0 0.2 0.0
C -0.1 0.2 0.0
C 0.0 0.1 0.1
C 0.0 0.1 0.0
C 0.0 0.0 0.1
C 0.6 -0.4 -0.2
C 0.0 0.0 -0.1
N 1.1 -0.7 -0.4
N -0.9 -0.4 1.1
N -0.3 0.6 -0.3
P -0.2 0.8 -0.3
Se -0.7 0.0 0.7
C -0.1 -0.4 -0.3
C -0.1 -0.1 -0.1
C 0.1 0.1 0.0
C -0.1 -0.1 -0.1
C 0.0 -0.1 0.0
C -0.1 -0.2 0.1
C 0.1 0.1 0.6
C 0.1 0.1 0.0
C 0.1 0.0 0.0
C 0.0 0.0 0.1
C 0.1 -0.2 0.1
C 0.0 0.0 0.1
H 0.0 0.0 0.0
H 0.0 0.1 0.0
H -0.1 -0.1 0.0
H 0.0 0.0 0.1
H 0.0 0.1 0.0
H -0.1 0.0 -0.1
H -0.1 -0.1 -0.1
H 0.0 0.0 -0.1
H 0.1 0.0 0.0
H 0.0 0.0 -0.1
H 0.0 0.0 -0.1
H 0.1 0.0 -0.1
H 0.1 0.1 0.0
H 0.0 0.0 0.1
H 0.2 0.2 0.0
H 0.1 0.0 0.0
H 0.1 0.0 -0.1
H 0.0 0.0 -0.2
H -0.1 0.0 0.0
H -0.1 0.0 0.0
S 0.4 0.9 0.1
C -0.4 -0.5 0.4
N -0.1 0.1 0.0
C 0.0 -0.3 0.3
C -0.2 0.2 0.0
C 0.4 -0.2 -0.1
C 0.3 0.1 -0.3
H -0.2 -0.1 0.1
H 0.0 0.0 -0.1
H 0.1 -0.1 0.0
H 0.0 -0.1 0.0
H -0.1 0.1 -0.1
C -0.3 0.1 0.3
N -0.1 0.2 -0.3
C 0.3 -0.3 0.1
C -0.4 0.0 0.5
O 0.2 0.0 -0.2
N 0.2 0.0 -1.0
C 0.0 0.0 0.2
N 0.2 0.0 0.0
H 0.0 0.0 0.0
H 0.0 0.0 0.0
H 0.0 0.0 0.0
H 0.0 0.0 0.0
H 0.0 0.0 -0.1
H 0.1 0.0 0.0
H 0.0 0.0 0.0